a:
Below is BCuH18O7 as an isolated structure, with properties calculated with the ωB97M-V functional and the def2-TZVPD basis.

```
! RIJCOSX wB97M-V def2-TZVPD def2/J DEFGRID3
* xyz 1 2
H 14.696 -5.656 -21.384
H 12.150 -3.835 -19.491
H 14.214 -7.076 -21.609
O 17.229 -4.572 -18.467
H 16.226 -4.815 -21.529
H 17.576 -3.857 -19.001
H 14.880 -4.221 -20.531
Cu 15.012 -4.502 -18.584
O 14.184 -7.955 -21.987
O 17.698 -5.423 -23.076
H 15.854 -5.773 -20.119
O 14.182 -6.873 -18.461
H 12.114 -4.614 -18.193
H 14.196 -2.865 -23.144
H 14.788 -1.735 -19.606
H 18.433 -4.926 -22.717
O 15.308 -2.163 -18.925
H 17.680 -5.352 -18.789
H 15.385 -3.711 -22.742
H 13.848 -8.508 -21.282
O 15.125 -3.002 -23.330
H 14.554 -7.700 -18.769
O 12.709 -4.321 -18.884
H 16.960 -5.206 -22.506
H 13.286 -7.093 -18.208
B 15.439 -5.090 -20.844
H 15.758 -1.445 -18.480
*
```

Output
LUMO level (alpha / beta) ... -4.80 / -8.16 eV
⟨S²⟩ ... 0.7542
Gap between HOMO and LUMO (alpha / beta) ... 8.58 / 5.21 eV

b:
Below is BCuH18O7 as an isolated structure, with properties calculated with the ωB97M-V functional and the def2-TZVPD basis.

```
! RIJCOSX wB97M-V def2-TZVPD def2/J DEFGRID3
* xyz 1 2
H 1.700 -4.686 0.711
O -0.892 0.655 -4.151
H 0.667 -3.725 1.260
H -4.161 -2.508 -0.207
O -1.123 3.933 -1.069
H 0.068 -0.470 0.984
Cu -1.987 0.676 -0.953
H 5.269 -0.687 -1.440
H 1.459 0.613 4.568
H -2.292 1.775 2.849
H -3.624 -2.651 -1.616
H 0.784 -0.605 -0.600
H -1.453 1.212 -4.690
B 0.957 -0.263 0.409
H 1.802 -0.780 0.836
H -0.137 0.464 -4.708
O 2.330 0.416 4.225
H -1.332 4.756 -1.512
O 0.976 -4.628 1.334
H -3.592 2.373 2.356
H 2.166 -0.094 3.432
O -2.857 1.826 2.078
H 1.079 0.807 0.467
O -3.745 -2.013 -0.913
H 3.810 -0.311 -1.299
H -0.426 4.162 -0.454
O 4.553 -0.248 -1.899
*
```

Output
LUMO level (alpha / beta) ... -5.67 / -8.96 eV
⟨S²⟩ ... 0.7531
Gap between HOMO and LUMO (alpha / beta) ... 8.10 / 4.81 eV

Verdict on stability: a comes out on top.

a:
Below is C2H5FN2 in the gas phase, with properties calculated with the ωB97M-V functional and the def2-TZVPD basis.

```
! RIJCOSX wB97M-V def2-TZVPD def2/J DEFGRID3
* xyz 0 1
H -0.488 -0.759 1.450
H -0.236 1.508 1.562
N 0.442 1.467 0.829
H -1.860 0.194 0.242
C -0.921 -0.441 0.274
H 2.007 0.338 -1.513
H 0.577 -0.928 -1.236
C 0.390 0.416 0.001
F -1.094 -1.685 -0.640
N 1.185 -0.110 -0.969
*
```

Output
LUMO level ... 0.86 eV
SMILES string ... [H]/N=C(/N)CF
Gap between HOMO and LUMO ... 10.22 eV

b:
Below is C2H5FN2 in the gas phase, with properties calculated with the ωB97M-V functional and the def2-TZVPD basis.

```
! RIJCOSX wB97M-V def2-TZVPD def2/J DEFGRID3
* xyz 0 1
N -1.500 -0.844 -0.102
N -1.163 0.482 -0.208
H 1.683 0.319 1.016
C -0.025 0.904 -0.122
H 0.084 2.005 -0.226
C 1.282 0.168 0.021
H 2.018 0.466 -0.713
H -0.984 -1.356 0.571
H -2.471 -0.977 0.018
F 1.078 -1.167 -0.255
*
```

Output
LUMO level ... 1.04 eV
SMILES string ... N/N=C\CF
Gap between HOMO and LUMO ... 9.96 eV

Verdict on stability: b comes out on top.

a:
Below is a 2-piece molecular cluster, CH5IN2S overall, with properties calculated with the ωB97M-V functional and the def2-TZVPD basis.

```
! RIJCOSX wB97M-V def2-TZVPD def2/J DEFGRID3
* xyz 0 1
C -1.119 1.207 0.354
S 1.287 -1.149 0.539
H -1.056 1.260 1.443
N 1.597 -2.135 -0.588
I 2.572 0.763 -0.103
H -2.093 1.626 0.055
H -0.965 -0.224 -1.056
N -1.081 -0.148 -0.046
H -0.351 1.862 -0.094
H 1.210 -3.062 -0.505
*
```

Output
LUMO level (alpha / beta) ... -1.28 / -1.28 eV
Gap between HOMO and LUMO (alpha / beta) ... 6.48 / 6.48 eV

b:
Below is a 2-piece molecular cluster, CH5IN2S overall, with properties calculated with the ωB97M-V functional and the def2-TZVPD basis.

```
! RIJCOSX wB97M-V def2-TZVPD def2/J DEFGRID3
* xyz 0 1
H 3.056 -1.827 1.431
I 3.851 0.531 0.023
H 0.817 -1.190 -0.649
H -1.802 0.453 1.020
H -0.794 0.199 -1.056
S 2.868 -1.786 0.119
H -1.332 2.457 0.762
N 1.292 -1.702 0.193
N -0.803 1.211 -0.689
C -1.310 1.348 0.455
*
```

Output
LUMO level (alpha / beta) ... -1.08 / -1.08 eV
Gap between HOMO and LUMO (alpha / beta) ... 7.80 / 7.80 eV

Verdict on stability: b comes out on top.

a:
Below is a 16-piece molecular cluster, H32O16 overall, with properties calculated with the ωB97M-V functional and the def2-TZVPD basis.

```
! RIJCOSX wB97M-V def2-TZVPD def2/J DEFGRID3
* xyz 0 1
H -2.447 2.243 0.173
O -0.162 0.244 -0.526
O -2.735 1.735 -0.567
H 2.935 2.393 0.457
H 2.829 -0.190 1.048
H 0.609 1.159 -3.200
O -1.170 0.680 3.195
O -3.268 -0.648 0.628
H 1.986 0.176 -2.097
O -0.664 -3.990 0.384
H 0.734 -0.042 -0.605
O -1.255 1.668 -2.985
H -0.725 -4.462 1.212
H 1.019 2.169 0.933
H -2.378 -2.909 2.405
H -0.772 -1.615 -2.818
O 1.484 0.879 -3.503
O -1.582 -1.291 -2.403
O 0.878 -1.208 1.900
H -4.033 -0.408 1.226
O 3.042 2.405 -0.496
O -1.997 -2.041 2.271
H -1.602 1.650 -2.099
H 1.307 0.081 -3.977
H -2.577 -1.499 1.714
H 1.079 2.247 2.494
O 1.527 -2.565 -0.814
O 1.496 1.928 1.714
H -1.702 2.490 -3.146
H 1.296 -0.609 2.506
H -0.973 -0.219 3.011
O 0.024 3.159 -0.452
H -0.884 3.452 -0.336
H -1.276 -0.524 -1.959
H -0.179 2.246 -0.606
H 2.035 -1.048 -1.221
H -0.463 -0.185 0.265
H 2.337 -2.869 -0.399
H 3.279 1.503 -0.726
H 1.445 -1.962 1.776
H -2.015 0.622 3.611
H 0.808 -2.846 -0.238
H -3.653 1.767 -0.451
H 4.161 0.024 1.788
H -2.841 0.135 0.317
H -0.981 -3.121 0.493
O 2.406 -0.176 -1.299
O 3.619 -0.630 1.399
*
```

Output
LUMO level ... -0.60 eV
Gap between HOMO and LUMO ... 9.32 eV

b:
Below is a 16-piece molecular cluster, H32O16 overall, with properties calculated with the ωB97M-V functional and the def2-TZVPD basis.

```
! RIJCOSX wB97M-V def2-TZVPD def2/J DEFGRID3
* xyz 0 1
H -0.173 -3.014 -2.373
O -2.621 -1.511 -1.920
O -0.642 0.578 -2.446
H 0.694 -1.966 -1.785
H -2.306 1.248 -1.220
O -1.632 3.109 -1.226
H -0.347 0.381 -0.524
O 1.857 1.625 -1.999
H -1.813 -1.973 -2.133
H 2.896 -1.506 -1.764
H -2.563 -0.801 -1.264
O -0.037 0.078 0.338
H -0.960 3.609 1.762
H -3.356 0.602 2.519
H 1.999 3.624 0.776
O 2.320 -1.184 -1.043
O 1.820 0.958 2.335
O 0.102 -2.080 -2.468
H 2.507 1.124 1.642
O 1.563 -2.474 2.939
O -2.511 0.781 2.151
H -1.486 2.884 -0.258
H 1.625 2.065 -1.159
H 2.788 -0.391 -0.728
H -3.535 1.419 -0.570
H 4.115 -1.829 1.308
H -0.567 -2.074 1.577
H 1.015 1.354 -2.383
O 3.411 -2.445 1.064
H 0.604 -0.561 0.033
H 0.605 2.822 0.780
H -2.437 3.554 -1.377
H -0.721 -3.442 -0.021
O 0.143 -3.115 0.230
O -0.918 -1.529 2.246
O 1.355 3.197 0.216
H -0.638 -0.196 -3.048
O -0.813 2.701 1.535
H 2.179 -2.517 2.227
H -1.245 -0.829 1.681
H -1.293 2.078 2.086
H 3.039 -2.144 0.229
O -2.864 0.768 -0.621
H 0.822 -1.945 2.599
H 1.023 0.731 1.854
H -2.546 0.776 1.190
H -1.233 1.210 -2.905
H 0.773 -3.747 -0.081
*
```

Output
LUMO level ... -0.28 eV
Gap between HOMO and LUMO ... 8.92 eV

Verdict on stability: a comes out on top.